# C9H19N2O4S

A cluster of 2 separate species, C9H19N2O4S in total at a distorted geometry (wB97M-V/def2-TZVPD, the Open Molecules 2025 dataset).

```
35
Properties=species:S:1:pos:R:3:forces:R:3:mulliken_charge:R:1
S 4.49686 0.40789 1.15330 -0.1430 -0.0006 0.4733 1.250
O 4.22197 0.86430 2.48155 -0.0275 0.1267 -0.0524 -0.623
O -1.84769 -1.49854 -0.19872 0.1604 0.1994 0.0178 -0.453
O 4.66407 -0.97785 0.89174 0.1732 -0.1260 -0.1898 -0.618
O 5.78742 1.14427 0.62127 -0.0098 0.0179 -0.1283 -0.487
N -1.28275 2.00786 1.55851 -0.3181 0.0495 0.2533 -0.036
N 0.20323 0.75685 0.64553 0.2089 -0.2457 0.2420 0.611
C -3.60063 -0.55259 -1.58256 0.1479 0.1066 0.0364 -1.252
C -0.60887 0.86117 1.68398 -0.0853 0.3844 -0.2489 -0.422
C 0.05002 1.85038 -0.16309 -0.6892 0.4348 0.3574 -0.222
C -2.71755 -1.76032 -1.31568 -0.3393 -0.0220 0.0230 0.371
C -3.53567 -3.01337 -1.05960 0.1383 -0.0711 0.0626 -1.349
C -0.90282 2.64690 0.41959 1.1068 -0.5056 -1.0265 -0.640
C 1.10965 -0.38618 0.45424 0.5145 -0.5548 0.1759 -0.439
C 2.29996 -0.08634 -0.43415 -0.2461 0.4453 -0.0993 -1.196
C 3.20026 1.03875 0.09603 -0.4409 -0.1434 -0.3159 -0.658
H -4.17338 -2.88023 -0.18128 -0.0530 0.0433 -0.0366 0.362
H 2.87814 -0.99986 -0.51795 0.0374 -0.1382 -0.0571 0.596
H -1.97266 2.37322 2.19522 -0.0166 -0.1745 0.1915 0.216
H -4.17302 -3.24664 -1.91171 -0.0153 0.0119 -0.0014 0.391
H 0.60916 1.98721 -1.06497 0.0564 0.0095 -0.1405 0.497
H -2.05437 -1.92354 -2.16528 0.0996 0.0105 0.0446 0.277
H 0.53299 -1.22894 0.08723 -0.2086 0.0704 -0.2358 0.139
H -2.88472 -3.86626 -0.86929 0.0073 0.0045 -0.0384 0.335
H -2.41519 -1.36747 0.56885 -0.0863 -0.1477 0.0010 0.304
H -4.24072 -0.71581 -2.44857 -0.0176 -0.0039 0.0013 0.408
H 1.96493 0.16520 -1.43815 -0.0227 -0.0046 -0.1292 0.350
H -2.99454 0.33740 -1.76394 0.0045 -0.0249 -0.0422 0.281
H 3.61275 1.60280 -0.73322 0.3723 -0.0687 -0.0233 0.429
H 1.48899 -0.67833 1.43222 -0.1117 0.1329 0.2155 0.501
H -1.26360 3.58841 0.05705 -0.2855 0.1335 0.2628 0.442
H -0.69914 0.14125 2.47242 -0.0347 -0.0474 0.1866 0.494
H 5.84042 2.01761 1.03657 0.1865 0.0354 0.1035 0.373
H -4.24071 -0.35046 -0.71865 -0.0539 -0.0649 -0.0183 0.330
H 2.64723 1.74120 0.71153 -0.0089 0.1276 0.1355 0.436
```
Positions in Å, forces in eV/Å.

Values from the calculation:
* charge: +1
* 2S+1: 1
* LUMO level: -2.99 eV
* energy relative to the best compared isomer or geometry (same formula, charge and spin): 0.00 kJ/mol
* E: -1162.759466 a.u.
* highest occupied orbital energy: -13.50 eV
* gap between HOMO and LUMO: 10.508 eV